69
Properties=species:S:1:pos:R:3:forces:R:3:lowdin_charge:R:1 method="wB97M-V/def2-TZVPD" e_tot_ha=-2329.9533 charge=-1 max_force_ha_per_bohr=0.0094
C 0.064 -1.881 3.077 0.0822 0.2259 -0.1135 -0.1429
O 0.443 -0.853 2.192 -0.0035 -0.0270 -0.0326 -0.2267
C 0.904 0.323 2.878 0.1900 0.0988 0.2450 -0.3008
B 1.294 1.557 1.894 -0.1494 -0.3106 -0.3358 -0.7402
C 0.067 2.076 0.958 0.2252 0.1471 0.0747 -0.1542
P 1.859 2.999 3.099 0.3913 -0.0136 -0.2571 0.7107
N 3.316 3.679 2.989 0.0820 0.0200 0.0266 -0.3833
H 0.560 -2.818 2.796 -0.0428 -0.0039 -0.0164 0.0651
H 0.354 -1.616 4.098 -0.0358 -0.1877 0.0694 0.0740
H -1.020 -2.041 3.053 0.0177 -0.0063 0.0172 0.0796
H 1.792 0.035 3.472 -0.0406 -0.0156 0.0388 0.0862
H 0.141 0.618 3.622 -0.0880 -0.0217 -0.0901 0.0916
H 2.282 1.265 1.234 0.0113 0.0955 0.0615 0.0630
H -0.800 2.409 1.541 -0.0439 -0.0036 -0.0395 0.0392
H -0.267 1.302 0.268 -0.0638 -0.0654 0.0991 0.0133
H 0.392 2.921 0.338 -0.0959 0.0684 0.0130 0.0341
H 1.628 2.552 4.430 -0.1742 0.0424 0.0499 -0.0302
H 0.825 3.980 3.012 -0.0860 -0.0100 0.1672 -0.0392
H 3.793 3.623 3.882 0.0140 0.1480 -0.0105 -0.0845
C 0.324 -1.163 -2.285 0.1383 -0.1249 -0.0203 -0.0813
C -0.511 -1.487 -3.512 0.1106 0.0509 0.0154 -0.1013
O -1.842 -1.227 -3.042 0.0429 -0.0349 -0.0583 0.0072
C -1.759 -0.358 -1.991 -0.0666 -0.0834 -0.0661 -0.5648
O -2.720 0.156 -1.506 0.0139 -0.0005 0.0202 0.1490
O -0.493 -0.190 -1.619 -0.0760 0.0068 0.0070 0.0774
H 1.292 -0.725 -2.507 -0.0249 0.0711 0.0283 0.1402
H 0.458 -2.023 -1.629 -0.0063 0.0244 0.0370 0.1358
H -0.303 -0.815 -4.346 0.0122 -0.0033 -0.0023 0.1299
H -0.430 -2.519 -3.842 -0.0664 -0.0270 0.0637 0.1322
C 4.171 6.922 1.795 -0.0196 -0.1016 0.0172 -0.1171
C 5.379 6.029 1.967 -0.1180 -0.2606 0.0862 -0.1282
O 6.294 6.566 0.991 -0.0024 0.0789 0.0101 0.0517
C 5.955 7.846 0.747 -0.0144 -0.0082 -0.0083 -0.5951
O 6.613 8.616 0.117 0.0076 0.0075 -0.0004 0.1343
O 4.765 8.144 1.312 -0.0168 0.0145 -0.0277 0.0452
H 3.630 7.113 2.716 0.0365 0.0472 0.0095 0.1247
H 3.483 6.539 1.042 0.0022 -0.0068 -0.0015 0.1299
H 5.835 6.130 2.953 -0.0091 0.0168 0.0082 0.1274
H 5.159 4.984 1.770 0.0235 0.0136 -0.0445 0.0963
C 4.764 -3.548 1.645 -0.0424 0.0099 0.0707 -0.1060
C 3.536 -4.384 1.969 0.0879 0.0733 0.0221 -0.1137
O 2.701 -4.128 0.837 -0.0615 -0.0458 0.0236 0.0564
C 3.481 -3.761 -0.201 -0.1253 -0.0601 0.0189 -0.5758
O 3.100 -3.675 -1.325 0.0398 0.0954 -0.0978 0.1505
O 4.746 -3.531 0.212 0.0197 0.0166 -0.0088 0.0603
H 5.700 -3.981 1.988 0.0091 -0.0347 -0.0656 0.1284
H 4.673 -2.524 2.010 -0.0206 0.0058 -0.0148 0.1373
H 3.748 -5.454 1.998 0.0546 0.0108 0.0561 0.1299
H 3.030 -4.077 2.879 -0.0836 0.0378 -0.0589 0.1271
C -4.246 -3.474 -1.711 -0.0701 0.0890 -0.0276 -0.1127
C -4.934 -2.643 -0.644 0.0191 0.1264 -0.0260 -0.1068
O -5.258 -3.633 0.343 0.0299 -0.0152 0.0088 0.0637
C -4.414 -4.678 0.196 -0.0079 -0.0088 -0.0111 -0.5747
O -4.319 -5.587 0.956 -0.0020 -0.0013 0.0032 0.1573
O -3.695 -4.551 -0.945 -0.0010 -0.0222 -0.0060 0.0614
H -3.451 -2.942 -2.227 0.0792 -0.0645 0.0573 0.1086
H -4.952 -3.883 -2.435 -0.0155 0.0157 0.0019 0.1352
H -4.269 -1.903 -0.199 0.0231 -0.0121 -0.0110 0.1322
H -5.844 -2.160 -0.989 -0.0576 -0.0859 0.0322 0.1235
C -5.062 -0.592 -3.507 -0.0210 0.0818 -0.0519 -0.1176
C -5.360 0.437 -4.581 0.0499 0.0370 0.0804 -0.0991
O -6.305 -0.252 -5.410 -0.0209 0.0092 -0.0105 0.0584
C -6.907 -1.213 -4.671 0.0003 -0.0020 -0.0089 -0.5758
O -7.849 -1.846 -5.022 0.0042 -0.0023 0.0000 0.1600
O -6.285 -1.349 -3.479 0.0146 -0.0290 0.0140 0.0430
H -4.858 -0.163 -2.532 -0.0509 -0.0370 0.0312 0.1173
H -4.244 -1.255 -3.786 0.0078 0.0097 -0.0184 0.1163
H -5.837 1.332 -4.177 -0.0001 -0.0015 0.0068 0.1342
H -4.495 0.721 -5.172 -0.0155 -0.0571 -0.0500 0.1327